{"formula": "C17H21N5O2S", "method": "ωB97M-V with the def2-TZVPD basis set", "symbols": ["C", "C", "N", "C", "C", "C", "C", "C", "C", "C", "S", "O", "O", "C", "N", "C", "N", "C", "C", "C", "C", "C", "C", "N", "N", "H", "H", "H", "H", "H", "H", "H", "H", "H", "H", "H", "H", "H", "H", "H", "H", "H", "H", "H", "H", "H"], "positions_angstrom": [[-1.254871, -2.612425, -1.209916], [-1.906756, -1.240250, -1.346438], [-1.731090, -0.438980, -0.157966], [-2.587255, -0.671867, 0.978609], [-4.036935, -0.383944, 0.674033], [-5.043298, -1.248354, 1.080870], [-6.368284, -0.965508, 0.794671], [-6.696228, 0.180270, 0.091163], [-5.695391, 1.044870, -0.322022], [-4.372381, 0.765785, -0.031203], [-0.921623, 0.978129, -0.281364], [-1.059219, 1.532804, -1.597595], [-1.223124, 1.800961, 0.851948], [0.795269, 0.484011, -0.126780], [1.191960, -0.791211, -0.112316], [2.510973, -0.712275, 0.000827], [3.419096, -1.666023, 0.059119], [4.677751, -1.309359, 0.171063], [5.669744, -2.421543, 0.229995], [5.100376, 0.047266, 0.234230], [6.557065, 0.367279, 0.364411], [4.146598, 1.040898, 0.171584], [4.388694, 2.510827, 0.220168], [2.865089, 0.635452, 0.053956], [1.760539, 1.379029, -0.029367], [-0.218970, -2.491929, -0.904759], [-1.294225, -3.133683, -2.162557], [-1.774169, -3.212161, -0.466798], [-2.977059, -1.342265, -1.566058], [-1.441837, -0.680152, -2.158659], [-2.239182, 0.007815, 1.760345], [-2.460613, -1.702549, 1.325001], [-4.789688, -2.146091, 1.627378], [-7.144853, -1.643534, 1.117897], [-7.729456, 0.399128, -0.135277], [-5.947055, 1.940130, -0.870996], [-3.585330, 1.434994, -0.348100], [6.381137, -2.342302, -0.590122], [5.142690, -3.367712, 0.160746], [6.228105, -2.386071, 1.163821], [7.107965, -0.031669, -0.486107], [6.964359, -0.089207, 1.265250], [6.723958, 1.437654, 0.413088], [4.873352, 2.789674, 1.154440], [5.026114, 2.822919, -0.605473], [3.432721, 3.022943, 0.147050]], "forces_ev_per_a": [[-0.1, 0.2, 0.0], [0.2, -0.5, -0.6], [0.5, 1.2, 0.0], [0.0, 0.1, 0.5], [-0.1, -0.1, -0.1], [0.1, 0.1, 0.0], [-0.1, 0.0, 0.0], [-0.1, 0.0, 0.0], [0.0, 0.1, 0.0], [0.0, -0.1, 0.1], [0.0, 0.0, -0.1], [0.1, -0.3, 0.1], [0.0, -0.3, 0.1], [0.6, -0.2, 0.1], [-0.2, -0.6, 0.0], [-0.2, 1.0, 0.0], [0.2, -0.7, 0.0], [-0.3, 0.0, 0.0], [0.0, 0.0, 0.0], [-0.4, 0.3, 0.0], [-0.1, 0.0, 0.0], [0.7, 0.0, 0.1], [-0.1, 0.1, 0.0], [-0.6, -1.3, -0.1], [-0.5, 1.2, 0.0], [0.0, -0.1, 0.0], [-0.1, -0.1, -0.1], [-0.1, -0.1, 0.1], [0.1, 0.2, 0.0], [-0.2, -0.2, -0.1], [-0.1, -0.3, 0.1], [0.0, 0.1, 0.0], [0.0, -0.1, 0.0], [-0.1, -0.1, 0.0], [-0.1, 0.0, 0.0], [0.0, 0.1, 0.0], [-0.1, 0.1, -0.1], [0.1, 0.0, 0.0], [0.0, 0.0, 0.0], [0.1, 0.0, 0.1], [0.1, 0.0, 0.0], [0.1, 0.0, 0.1], [0.1, 0.1, 0.0], [0.0, 0.0, 0.0], [0.0, 0.0, 0.0], [0.1, 0.1, 0.0]], "relative_energy_kj_mol": 222.50, "molar_mass_g_mol": 359.455, "energy_ha": -1482.84406, "gap_ev": 9.309}

{"formula": "C17H21N5O4RbS6", "method": "ωB97M-V with the def2-TZVPD basis set", "symbols": ["Rb", "C", "O", "C", "O", "N", "N", "H", "H", "H", "H", "H", "H", "S", "C", "S", "C", "C", "S", "S", "S", "C", "S", "O", "C", "C", "C", "C", "C", "C", "H", "H", "H", "H", "H", "H", "H", "H", "C", "N", "C", "C", "C", "N", "C", "O", "N", "H", "H", "H", "H", "H", "H", "H"], "positions_angstrom": [[0.855509, 0.497356, 0.093496], [2.126201, 1.052826, 3.855564], [0.907641, 1.725176, 3.550648], [0.928939, 2.526694, 2.455536], [1.942790, 2.850714, 1.873535], [-0.337180, 2.821197, 2.090652], [-0.551971, 3.733101, 1.048209], [2.121811, 0.883259, 4.930191], [2.986652, 1.652447, 3.568944], [2.151871, 0.090799, 3.338498], [-1.058113, 2.172939, 2.373362], [-1.428064, 4.202285, 1.230741], [-0.620248, 3.268955, 0.134942], [-1.177425, -0.539572, -6.529020], [-1.292127, 0.239174, -5.058119], [-2.131574, -0.345568, -3.688949], [-1.632582, 0.844661, -2.474171], [-0.797600, 1.808272, -2.948900], [-0.011019, 3.160465, -2.179686], [-0.483413, 1.699204, -4.687047], [-2.364099, 0.600413, -0.912147], [-1.270713, -2.977272, 0.670686], [-1.776969, -1.547261, 1.629419], [-0.513284, -0.960052, 2.189103], [-2.514676, -2.477987, 2.975485], [-3.789474, -3.004466, 2.809510], [-4.383243, -3.692407, 3.855223], [-3.710425, -3.830410, 5.064010], [-2.448217, -3.279623, 5.226409], [-1.842554, -2.597314, 4.178736], [-0.594975, -3.570688, 1.284676], [-0.783427, -2.604725, -0.228461], [-2.158170, -3.546471, 0.400139], [-4.312386, -2.866319, 1.870671], [-5.373842, -4.110236, 3.731591], [-4.178370, -4.358864, 5.884632], [-1.934058, -3.378568, 6.173699], [-0.864352, -2.144117, 4.275173], [1.892424, -1.064937, -4.578184], [2.435805, 0.077890, -3.857645], [2.719372, 1.232011, -4.508292], [3.123030, 2.334834, -3.848065], [3.196952, 2.228920, -2.429185], [3.045267, 1.082183, -1.802893], [2.611317, -0.013146, -2.477065], [2.323840, -1.061831, -1.898835], [3.474106, 3.325218, -1.675871], [2.690928, -1.746711, -4.877169], [1.351513, -0.716296, -5.457000], [1.207898, -1.592554, -3.921320], [2.559993, 1.217649, -5.577241], [3.286545, 3.270536, -4.357574], [3.184179, 4.198307, -2.086819], [3.209962, 3.229893, -0.703823]], "forces_ev_per_a": [[-0.1, 0.1, -0.3], [0.0, 0.0, 0.0], [0.0, 0.0, 0.1], [0.0, -0.2, -0.2], [0.1, 0.1, 0.1], [0.0, 0.1, 0.0], [0.0, 0.0, 0.0], [0.0, 0.0, 0.0], [0.0, 0.0, 0.0], [0.0, 0.0, 0.0], [0.0, 0.0, 0.0], [0.0, 0.1, 0.0], [0.0, 0.0, 0.0], [-0.2, 0.0, -0.2], [0.1, 0.0, 0.3], [0.1, 0.0, 0.1], [-0.2, -0.1, -0.3], [0.1, 0.1, -0.3], [-0.1, -0.2, 0.2], [0.0, 0.0, 0.1], [0.4, -0.1, 0.2], [0.0, 0.0, 0.0], [-0.2, 0.2, 0.2], [0.0, -0.1, -0.1], [0.0, -0.1, 0.1], [0.0, 0.0, 0.0], [0.0, 0.0, 0.0], [0.0, 0.0, 0.0], [0.0, 0.0, 0.0], [0.0, 0.0, 0.0], [0.0, 0.0, 0.0], [0.0, 0.0, 0.0], [0.0, 0.0, 0.0], [0.0, 0.0, 0.0], [0.0, 0.0, 0.0], [0.0, 0.0, 0.0], [0.0, 0.0, 0.0], [0.0, 0.0, 0.0], [0.0, 0.0, -0.1], [0.2, 0.1, 0.0], [0.0, -0.1, 0.0], [0.0, 0.1, 0.0], [0.0, -0.1, 0.0], [-0.1, 0.2, 0.1], [0.0, -0.1, 0.0], [0.0, -0.1, 0.0], [0.1, 0.0, 0.0], [0.0, 0.0, 0.0], [0.0, 0.0, 0.0], [0.0, 0.0, 0.0], [0.0, 0.0, 0.0], [0.0, 0.0, 0.0], [0.0, 0.0, 0.0], [0.0, 0.0, 0.0]], "molar_mass_g_mol": 637.256, "energy_ha": -3648.50149, "gap_ev": 5.047, "total_charge": -1}

Number 1 is which compound? C17H21N5O2S

What is the formula in the second record? C17H21N5O4RbS6